Record 1
Density functional theory data (the ωB97M-V functional and the def2-TZVPD basis) for a molecular structure, C13H30IMoOP2Si.

Structure (XYZ):
```
49
Properties=species:S:1:pos:R:3:forces:R:3
C 2.6818 1.2467 -1.5794 1.584 0.227 -0.091
I 3.4669 0.4527 0.4837 0.098 0.944 -1.561
H 1.6428 1.6899 -1.6196 0.823 -0.066 0.183
H 2.8397 0.4348 -2.3071 -0.053 0.252 0.676
H 3.4553 2.0294 -1.8268 -1.040 -0.487 0.545
Mo 0.8064 0.1712 -0.0704 0.277 -1.990 0.742
P 0.0254 -1.3628 -1.6787 -1.746 -1.619 -2.301
C 1.0619 -2.8523 -1.7265 0.603 0.063 0.832
C -1.6566 -1.9280 -2.1062 -0.079 0.373 0.557
H -1.6057 -2.9225 -2.5533 0.061 0.075 0.057
H 0.5291 -1.2533 -4.0011 -0.039 0.093 -0.029
H -2.0658 -1.2169 -2.8306 -0.042 -0.151 0.174
H -0.4093 0.1676 -3.4353 0.142 -0.032 -0.172
H 1.0409 -3.3706 -0.7608 -0.060 -0.104 -0.261
H -2.2705 -1.9352 -1.2063 -0.097 -0.203 -0.247
C 0.4286 -0.4996 -3.2146 0.203 0.628 -0.116
H 0.6847 -3.5198 -2.5092 -0.013 0.197 0.082
H 1.3387 0.0946 -3.1573 -0.259 -0.291 -0.444
H 2.1033 -2.5881 -1.9460 -0.129 -0.089 -0.001
P 0.0279 1.5865 1.5489 -0.781 2.338 2.159
C 0.9991 1.5439 3.0892 0.305 -0.740 0.133
C 0.5569 3.1766 0.8567 -0.026 0.176 -0.929
H -1.9599 2.8311 1.4232 -0.198 -0.076 0.194
H -1.5681 2.3165 3.1128 -0.332 -0.069 -0.233
H -2.2532 1.1310 1.8999 -0.295 0.330 0.382
C -1.6322 2.0096 2.0634 -0.220 -0.438 -0.254
H -0.2307 3.5157 0.1692 0.324 0.075 0.047
H 0.5808 3.8702 1.7118 0.157 -0.115 -0.233
H 0.4791 2.2593 3.7469 0.362 -0.297 -0.070
H 2.0504 1.8418 2.9379 -0.521 -0.027 0.005
H 1.5234 3.1641 0.3379 -0.103 0.228 0.291
H 0.9797 0.5354 3.5274 -0.058 0.364 0.156
C 1.0750 -1.3774 1.2145 -1.429 -5.517 4.471
O 0.9982 -2.2873 1.9677 1.159 4.956 -4.072
C -5.1072 -0.4936 2.0255 0.558 0.524 -0.226
Si -3.6861 -1.7453 1.9660 -2.576 -1.317 1.039
C -3.3286 -2.3745 3.7150 0.785 0.367 -0.118
C -4.3673 -3.2237 0.9996 0.826 0.528 -0.174
C -2.1352 -1.1317 1.1496 3.552 1.504 -1.402
C -1.0628 -0.6709 0.6464 -1.650 -0.121 0.618
H -5.9743 -1.0522 2.4260 0.421 0.220 -0.160
H -5.3721 -0.1024 1.0314 -0.018 -0.247 0.241
H -4.9278 0.3848 2.6665 -0.078 -0.380 -0.070
H -4.2264 -2.8943 4.0939 0.327 0.247 -0.268
H -2.4871 -3.0827 3.6987 -0.319 0.005 0.062
H -3.0490 -1.5804 4.4258 -0.239 -0.209 -0.212
H -4.5985 -2.9477 -0.0314 -0.192 -0.074 0.025
H -3.6342 -4.0318 0.9680 -0.132 -0.136 0.053
H -5.2772 -3.5738 1.4977 0.157 0.078 -0.081
```
Positions in Å, forces in eV/Å.

Summary:
Net charge: +3
2S+1: 3
Gap between HOMO and LUMO (spin up / spin down), eV: 5.2 / 4.5
Expectation value of S²: 2.0443

For each atom in turn, the natural (NBO) charge in e is:
1. C -0.72
2. I 0.55
3. H 0.22
4. H 0.27
5. H 0.34
6. Mo 0.15
7. P 1.22
8. C -0.95
9. C -0.91
10. H 0.29
11. H 0.31
12. H 0.28
13. H 0.28
14. H 0.27
15. H 0.28
16. C -0.95
17. H 0.31
18. H 0.23
19. H 0.27
20. P 1.29
21. C -0.94
22. C -0.97
23. H 0.28
24. H 0.29
25. H 0.29
26. C -0.94
27. H 0.28
28. H 0.32
29. H 0.29
30. H 0.27
31. H 0.25
32. H 0.27
33. C 0.66
34. O -0.32
35. C -1.08
36. Si 1.50
37. C -1.07
38. C -1.07
39. C -0.30
40. C -0.35
41. H 0.28
42. H 0.25
43. H 0.25
44. H 0.28
45. H 0.25
46. H 0.25
47. H 0.24
48. H 0.24
49. H 0.28

Record 2
Density functional theory data (the ωB97M-V functional and the def2-TZVPD basis) for 2 unconnected molecules or ions with the total composition C13H30NO7S.

Structure (XYZ):
```
52
Properties=species:S:1:pos:R:3:forces:R:3
O -3.1446 1.6667 -4.8978 -0.486 -6.105 0.131
S -3.5771 0.1568 -4.7539 -3.346 6.853 -0.513
O -5.1402 0.1412 -4.7170 5.767 -1.533 0.021
C -2.8073 -0.4458 -3.1498 0.382 -2.009 0.662
C -3.3535 -1.9997 -2.8990 0.649 -0.029 0.628
C -4.5874 -2.0812 -1.8229 -1.056 -0.537 -1.240
O -4.1815 -2.4168 -0.4406 1.461 2.142 -0.388
C -3.3757 -1.3493 0.1720 0.206 0.953 0.753
O -2.8490 -1.7491 1.5191 0.205 1.137 -1.635
C -2.0368 -0.6615 2.0969 -0.053 0.110 0.825
C -0.5075 -0.5571 1.5158 -0.252 0.640 -0.918
O 0.2210 -1.8532 1.4767 -1.664 1.192 -1.504
C -3.6358 -2.7271 -4.3405 1.077 -0.523 0.316
C -2.5136 -2.1166 -5.4042 -0.713 -2.631 -0.694
O -2.9333 -0.8217 -6.0056 -0.329 0.148 3.362
H -1.6216 -0.5219 -3.2278 -2.683 0.657 -0.176
H -3.1276 0.2565 -2.2685 0.477 -1.064 -2.170
H -2.4266 -2.5729 -2.4145 -2.052 1.149 -0.945
H -5.2846 -2.9823 -2.1780 1.612 1.884 1.055
H -5.2896 -1.1198 -1.8851 1.713 -1.815 0.287
H -2.4376 -1.0191 -0.4446 -1.723 -0.882 0.598
H -4.0286 -0.3966 0.3599 0.876 -1.606 -0.510
H -1.9474 -0.8558 3.2583 -0.394 0.106 -2.453
H -2.6599 0.3307 1.9596 1.589 -1.581 0.195
H -0.5656 -0.1809 0.4086 0.078 -0.437 1.877
H 0.1452 0.2540 2.0990 -1.637 -2.100 -1.014
H -0.0882 -2.2810 0.6132 0.584 0.676 2.021
H -4.7367 -2.6563 -4.7302 2.203 0.276 0.683
H -3.3987 -3.8904 -4.2173 -0.468 2.576 -0.269
H -1.4397 -2.0960 -4.9360 -2.102 0.317 -0.795
H -2.4702 -2.8881 -6.3103 -0.063 1.958 1.832
C 3.0634 2.4598 3.7031 0.449 0.229 -0.016
N 4.4159 2.0668 3.1070 -0.079 -0.144 0.100
C 5.3639 1.7412 4.2606 -0.321 0.063 -0.550
C 4.9816 3.2366 2.3218 -0.206 -0.431 0.202
C 4.2901 0.7953 2.2234 -0.473 0.524 0.015
C 3.3904 0.9542 0.9854 -0.108 0.101 0.039
O 2.0585 1.2881 1.3535 -0.062 0.271 -0.455
H 3.2433 3.1748 4.5134 0.110 -0.224 -0.148
H 2.4569 2.9478 2.9373 0.138 -0.386 0.153
H 2.5791 1.5621 4.0969 0.076 0.218 -0.187
H 5.4688 2.6317 4.8876 -0.062 -0.201 -0.173
H 6.3341 1.4574 3.8420 -0.219 0.039 0.101
H 4.9357 0.9161 4.8372 0.097 0.184 -0.137
H 4.2743 3.5167 1.5368 0.158 -0.092 0.195
H 5.9388 2.9325 1.8875 -0.194 0.085 0.101
H 5.1223 4.0777 3.0077 -0.032 -0.226 -0.133
H 3.8959 0.0085 2.8775 0.075 0.228 -0.093
H 5.3065 0.5262 1.9116 -0.242 0.116 0.060
H 3.3602 0.0043 0.4402 0.442 -0.029 0.191
H 3.7733 1.7197 0.3053 0.266 -0.075 0.023
H 1.5467 1.4167 0.5287 0.328 -0.175 0.689
```
Positions in Å, forces in eV/Å.

Summary:
Net charge: +1
Gap between HOMO and LUMO, eV: 9.1

For each atom in turn, the natural (NBO) charge in e is:
1. O -0.87
2. S 2.10
3. O -0.86
4. C -0.65
5. C -0.26
6. C -0.10
7. O -0.53
8. C 0.23
9. O -0.54
10. C -0.11
11. C -0.11
12. O -0.73
13. C -0.47
14. C -0.12
15. O -0.64
16. H 0.26
17. H 0.28
18. H 0.23
19. H 0.22
20. H 0.21
21. H 0.13
22. H 0.15
23. H 0.22
24. H 0.19
25. H 0.14
26. H 0.20
27. H 0.48
28. H 0.27
29. H 0.24
30. H 0.19
31. H 0.24
32. C -0.41
33. N -0.21
34. C -0.40
35. C -0.41
36. C -0.23
37. C -0.09
38. O -0.74
39. H 0.22
40. H 0.25
41. H 0.24
42. H 0.24
43. H 0.23
44. H 0.24
45. H 0.24
46. H 0.23
47. H 0.24
48. H 0.24
49. H 0.24
50. H 0.22
51. H 0.18
52. H 0.50